(1)
The following is a DFT calculation (ωB97M-V with the def2-TZVPD basis set) of C10H5EuNO5 as an isolated structure.

Properties
- ΔE to the lowest compared entry with this formula, charge and spin: 0.0 kJ/mol
- 2S+1: 8
- <S²>: 15.759
- Kohn-Sham gap (spin up / spin down): 7.703 / 7.786 eV
- Total charge: +2
- DFT total energy: -41489.377 eV

Element x y z (Å)
O (1.606, 0.742, -4.611)
C (1.237, 0.570, -3.549)
Eu (-0.343, -0.159, 0.984)
O (1.747, 2.559, -0.735)
C (1.283, 1.620, -0.259)
C (-0.690, -1.335, -1.433)
O (-0.682, -2.080, -2.319)
C (1.899, -0.755, -0.415)
O (2.721, -1.272, -1.021)
C (-1.301, 1.009, -1.261)
O (-1.651, 1.774, -2.042)
C (-2.073, -0.948, 5.937)
C (-2.950, -1.159, 4.824)
C (-2.459, -0.940, 3.525)
N (-1.161, -0.532, 3.334)
C (-0.303, -0.324, 4.379)
C (-0.731, -0.531, 5.697)
H (-2.439, -1.119, 6.970)
H (-4.010, -1.482, 4.821)
H (-3.134, -1.100, 2.644)
H (0.743, -0.001, 4.178)
H (0.070, -0.322, 6.433)

natural (NBO) population analysis, charges in e, atoms 1 to 4: -0.409 0.425 1.511 -0.345


(2)
The following is a DFT calculation (ωB97M-V with the def2-TZVPD basis set) of a 20-piece molecular cluster, C10H62N3O21P2 overall.

Properties
- 2S+1: 1
- Kohn-Sham gap: 8.336 eV
- Total charge: +1
- DFT total energy: -77413.813 eV

Element x y z (Å)
C (-1.836, -2.173, -1.907)
C (-1.251, -3.411, -1.162)
C (0.285, -3.411, -1.213)
O (0.964, -3.104, 0.022)
N (0.579, -1.919, 0.565)
C (1.478, -1.032, 0.830)
N (2.803, -1.089, 0.551)
C (3.041, 0.270, -0.018)
C (2.082, 1.118, 0.858)
P (1.014, 2.303, -0.132)
O (-0.427, 2.164, 0.257)
N (1.138, 0.150, 1.454)
P (1.214, 0.180, 3.231)
C (1.249, -1.518, 3.944)
C (0.067, -2.496, 3.599)
C (-0.263, 1.111, 3.825)
C (-1.589, 0.556, 3.217)
H (-2.909, -2.283, -2.062)
H (-1.684, -1.277, -1.303)
H (-1.354, -2.005, -2.870)
H (-1.685, -4.293, -1.631)
H (-1.617, -3.344, -0.130)
H (0.628, -2.789, -2.048)
H (0.608, -4.426, -1.448)
H (-0.384, -1.692, 0.804)
H (3.099, -1.796, -0.118)
H (2.622, 0.266, -1.033)
H (4.073, 0.594, -0.114)
H (2.682, 1.673, 1.583)
H (1.483, 3.626, 0.026)
H (1.150, 1.988, -1.502)
H (2.193, -2.020, 3.729)
H (1.235, -1.384, 5.030)
H (0.481, -3.391, 3.128)
H (-0.652, -2.037, 2.920)
H (-0.494, -2.807, 4.480)
H (-0.330, 1.118, 4.912)
H (-0.167, 2.132, 3.451)
H (-2.251, 1.380, 2.972)
H (-2.086, -0.135, 3.900)
H (-1.424, 0.030, 2.274)
O (4.631, -3.812, 1.136)
H (3.890, -3.203, 1.093)
H (4.564, -4.199, 2.019)
O (-2.032, 0.503, -2.768)
H (-2.932, 0.827, -2.631)
H (-1.480, 1.167, -2.336)
O (-1.228, 0.045, -5.886)
H (-0.300, -0.221, -5.971)
H (-1.328, 0.292, -4.960)
O (2.520, 3.527, 3.014)
H (1.652, 3.852, 3.276)
H (3.135, 4.123, 3.455)
O (6.352, 0.866, 1.991)
H (6.502, 0.147, 1.366)
H (5.395, 0.893, 2.099)
O (-4.781, 2.889, 0.248)
H (-3.856, 2.632, 0.149)
H (-4.832, 3.254, 1.139)
O (-4.829, -2.837, -3.668)
H (-5.596, -2.999, -4.226)
H (-4.722, -1.878, -3.679)
O (-4.980, -0.380, 1.205)
H (-5.782, -0.609, 0.713)
H (-4.896, 0.574, 1.074)
O (5.361, -3.676, 4.471)
H (5.882, -4.329, 4.951)
H (6.020, -3.137, 4.019)
O (3.582, 2.897, -1.745)
H (3.873, 3.812, -1.624)
H (4.400, 2.401, -1.856)
O (0.788, 6.263, -0.731)
H (0.933, 5.569, -1.383)
H (-0.170, 6.299, -0.632)
O (7.106, 2.063, -0.917)
H (7.994, 1.714, -1.054)
H (7.052, 2.201, 0.039)
O (1.582, -0.638, -5.812)
H (2.115, -1.213, -5.255)
H (2.225, -0.091, -6.275)
O (4.528, 5.960, -1.732)
H (3.671, 6.359, -1.537)
H (5.155, 6.497, -1.236)
O (-8.089, 2.484, 0.098)
H (-7.164, 2.233, 0.003)
H (-8.146, 2.845, 0.988)
O (5.475, 0.536, -3.342)
H (5.801, 1.276, -3.866)
H (5.679, 0.786, -2.434)
O (-4.957, -0.111, -1.929)
H (-5.734, 0.436, -2.097)
H (-5.069, -0.405, -1.021)
O (-7.599, -1.514, 0.520)
H (-7.384, -2.328, 0.046)
H (-8.554, -1.557, 0.626)
O (-8.504, -4.360, -0.090)
H (-8.678, -5.161, -0.596)
H (-8.078, -4.677, 0.714)

Löwdin population analysis, charges in e, atoms 1 to 4: -0.102 -0.191 -0.150 -0.052


(3)
The following is a DFT calculation (ωB97M-V with the def2-TZVPD basis set) of C10H6CoI4N2O2 as an isolated structure.

Properties
- 2S+1: 4
- <S²>: 3.885
- Kohn-Sham gap (spin up / spin down): 5.224 / 5.270 eV
- Total charge: +2
- DFT total energy: -87549.734 eV

Element x y z (Å)
Co (-1.654, -0.063, 1.289)
I (-2.305, -2.225, -0.123)
C (-2.644, -1.589, 1.847)
I (-2.285, 1.726, 2.845)
H (-2.216, -2.404, 2.477)
H (-3.770, -1.588, 2.076)
I (2.609, -2.434, 2.520)
C (2.417, -0.932, 1.076)
C (3.379, -0.528, 0.131)
C (3.058, 0.197, -0.973)
I (4.381, 0.436, -2.547)
C (1.717, 0.647, -1.117)
C (1.196, 1.396, -2.243)
C (-0.155, 1.589, -2.276)
C (-1.075, 1.112, -1.270)
N (-0.654, 0.483, -0.182)
C (0.756, 0.275, -0.173)
C (1.111, -0.426, 0.976)
O (0.081, -0.682, 1.778)
H (4.383, -0.964, 0.222)
H (1.940, 1.676, -3.070)
H (-0.659, 2.155, -2.993)
H (-2.140, 1.323, -1.360)
O (-4.277, 0.365, 0.776)
N (-3.192, 0.457, 0.313)

natural (NBO) population analysis, charges in e, atoms 1 to 4: 0.829 0.489 -0.669 0.116


(4)
The following is a DFT calculation (ωB97M-V with the def2-TZVPD basis set) of C10H6N2ReS6Sb as an isolated structure.

Properties
- 2S+1: 1
- Kohn-Sham gap (spin up / spin down): 4.734 / 4.714 eV
- Total charge: +2
- DFT total energy: -87108.115 eV

Element x y z (Å)
Re (0.828, 0.943, -0.671)
S (-0.301, -0.530, 3.512)
C (0.754, 0.829, 3.675)
C (1.210, 1.296, 2.482)
C (0.694, 0.568, 1.380)
C (-0.141, -0.467, 1.810)
C (-0.782, -1.279, 0.817)
C (-1.572, -2.395, 1.091)
C (-2.105, -3.122, 0.041)
C (-1.838, -2.702, -1.256)
C (-1.061, -1.575, -1.459)
N (-0.542, -0.869, -0.454)
H (0.970, 1.216, 4.654)
H (1.860, 2.147, 2.389)
H (-1.742, -2.669, 2.121)
H (-2.710, -3.996, 0.227)
H (-2.232, -3.231, -2.109)
H (-0.860, -1.246, -2.470)
S (-2.847, 2.134, -3.221)
Sb (-0.685, 2.858, -3.392)
S (0.556, 0.713, -2.960)
S (-0.249, 2.843, -0.552)
S (0.872, 4.438, -3.926)
S (5.407, 1.485, -0.588)
C (3.860, 1.355, -0.579)
N (2.658, 1.255, -0.565)

natural (NBO) population analysis, charges in e, atoms 1 to 4: 1.060 0.609 -0.323 -0.264


(5)
The following is a DFT calculation (ωB97M-V with the def2-TZVPD basis set) of C10H7Br3 as an isolated structure.

Properties
- ΔE to the lowest compared entry with this formula, charge and spin: 0.0 kJ/mol
- 2S+1: 1
- Kohn-Sham gap: 7.520 eV
- DFT total energy: -220609.016 eV

Element x y z (Å)
C (-1.115, -1.526, 0.930)
C (-0.227, -2.047, 0.070)
C (-1.475, -0.066, 0.916)
C (0.514, -1.217, -0.838)
C (-0.409, 0.753, 0.305)
C (0.454, 0.123, -0.680)
C (-0.205, 2.090, 0.273)
C (0.778, 2.363, -0.757)
C (1.169, 1.193, -1.303)
C (-2.733, 0.148, 0.028)
Br (-3.337, 1.994, 0.053)
Br (-2.601, -0.467, -1.778)
Br (-4.204, -0.889, 0.901)
H (-1.623, -2.152, 1.646)
H (-0.019, -3.106, 0.072)
H (-1.730, 0.274, 1.928)
H (1.131, -1.671, -1.598)
H (-0.656, 2.845, 0.887)
H (1.099, 3.350, -1.031)
H (1.842, 1.067, -2.129)

natural (NBO) population analysis, charges in e, atoms 1 to 4: -0.118 -0.233 -0.410 -0.111


(6)
The following is a DFT calculation (ωB97M-V with the def2-TZVPD basis set) of C10H7Br3Cu2F8NO13S2 as an isolated structure.

Properties
- ΔE to the lowest compared entry with this formula, charge and spin: 0.0 kJ/mol
- 2S+1: 4
- <S²>: 3.759
- Kohn-Sham gap (spin up / spin down): 8.248 / 5.339 eV
- DFT total energy: -381400.295 eV

Element x y z (Å)
Cu (-1.198, 1.241, -3.866)
Cu (0.299, -0.790, -0.319)
C (0.712, 1.067, 3.209)
F (-0.506, 1.256, 2.722)
F (1.041, 2.147, 3.886)
F (0.688, -0.022, 3.951)
S (1.973, 0.794, 1.746)
O (1.477, 1.649, 0.647)
O (3.295, 1.204, 2.264)
N (1.659, -0.851, 1.282)
S (2.766, -1.549, 2.042)
O (4.056, -1.475, 1.352)
O (2.892, -1.328, 3.490)
C (2.277, -3.429, 1.867)
F (3.290, -4.257, 2.323)
F (1.233, -3.618, 2.697)
F (1.944, -3.650, 0.590)
C (-1.446, 0.857, -1.296)
O (-0.658, 0.165, -2.001)
O (-2.172, 1.641, -1.906)
O (-1.333, 0.650, -0.090)
C (1.610, -5.055, -3.825)
C (2.719, -4.115, -3.713)
O (2.197, -3.010, -3.065)
C (1.036, -3.276, -2.597)
O (0.375, -2.571, -1.823)
O (0.651, -4.569, -2.900)
F (3.167, -3.747, -4.973)
H (1.871, -6.041, -3.439)
H (1.150, -5.251, -4.793)
H (3.580, -4.460, -3.140)
C (-1.558, 3.611, 0.993)
C (-2.317, 4.397, -0.051)
O (-1.352, 5.421, -0.398)
C (-0.659, 5.629, 0.680)
O (0.105, 6.610, 0.727)
O (-0.810, 4.648, 1.569)
F (-3.420, 4.926, 0.440)
H (-0.923, 2.855, 0.532)
H (-2.368, 3.119, 1.531)
H (-2.589, 3.720, -0.861)
C (-4.837, 1.013, 0.842)
Br (-4.700, 1.938, 2.599)
Br (-5.006, 2.452, -0.490)
Br (-6.283, -0.360, 0.763)
H (-3.928, 0.414, 0.798)

natural (NBO) population analysis, charges in e, atoms 1 to 4: 0.760 1.461 0.804 -0.309


(7)
The following is a DFT calculation (ωB97M-V with the def2-TZVPD basis set) of one molecule with the formula C10H7ClO2.

Properties
- ΔE to the lowest compared entry with this formula, charge and spin: 335.5 kJ/mol
- 2S+1: 1
- SMILES: O=C=C1O[C@@]1(Cl)Cc1ccccc1
- Kohn-Sham gap: 8.773 eV
- DFT total energy: -27096.363 eV

Element x y z (Å)
O (2.041, 4.501, 1.713)
C (1.306, 3.672, 2.083)
C (0.617, 2.565, 1.928)
O (-0.710, 2.161, 2.191)
C (0.166, 1.255, 2.716)
Cl (0.350, 1.172, 4.465)
C (0.169, -0.126, 2.158)
C (-0.066, -0.162, 0.621)
C (-1.226, -0.537, 0.027)
C (-1.339, -0.633, -1.377)
C (-0.323, -0.111, -2.122)
C (0.785, 0.605, -1.465)
C (0.931, 0.420, -0.103)
H (-0.616, -0.663, 2.530)
H (1.147, -0.703, 2.327)
H (-2.116, -0.753, 0.619)
H (-2.211, -1.209, -1.834)
H (-0.262, -0.064, -3.192)
H (1.454, 1.289, -1.801)
H (1.801, 0.781, 0.502)

natural (NBO) population analysis, charges in e, atoms 1 to 4: -0.421 0.608 -0.076 -0.426


(8)
The following is a DFT calculation (ωB97M-V with the def2-TZVPD basis set) of C10H7F6N4O5RbS3 as an isolated structure.

Properties
- 2S+1: 1
- Kohn-Sham gap: 5.614 eV
- Total charge: -2
- DFT total energy: -76148.279 eV

Element x y z (Å)
Rb (0.067, -0.099, 1.045)
N (-0.129, -3.113, -1.866)
C (1.039, -2.818, -1.152)
S (2.035, -4.152, -0.848)
N (1.244, -1.551, -0.937)
N (2.358, -1.197, -0.234)
C (2.950, -0.107, -0.537)
C (2.634, 0.879, -1.588)
C (3.500, 1.019, -2.656)
C (3.291, 1.949, -3.665)
C (2.177, 2.772, -3.584)
C (1.308, 2.670, -2.526)
C (1.484, 1.736, -1.465)
O (0.695, 1.713, -0.469)
H (-0.494, -4.032, -1.650)
H (-0.810, -2.364, -1.836)
H (3.845, 0.101, 0.055)
H (4.364, 0.365, -2.711)
H (3.976, 2.027, -4.502)
H (1.995, 3.504, -4.368)
H (0.442, 3.323, -2.469)
F (-2.638, -3.671, 0.931)
C (-2.863, -2.366, 1.110)
F (-4.195, -2.211, 1.170)
F (-2.468, -1.735, 0.000)
S (-2.151, -1.650, 2.718)
O (-0.741, -1.853, 2.728)
O (-2.915, -2.321, 3.721)
N (-2.563, -0.155, 2.437)
S (-1.908, 0.857, 3.449)
O (-2.224, 0.602, 4.819)
O (-0.566, 1.244, 3.166)
C (-2.965, 2.358, 3.003)
F (-3.140, 2.518, 1.692)
F (-2.442, 3.498, 3.477)
F (-4.190, 2.259, 3.542)

natural (NBO) population analysis, charges in e, atoms 1 to 4: 0.920 -0.838 0.259 -0.531


(9)
The following is a DFT calculation (ωB97M-V with the def2-TZVPD basis set) of one molecule with the formula C10H7F8N3O3S.

Properties
- ΔE to the lowest compared entry with this formula, charge and spin: 173.8 kJ/mol
- 2S+1: 1
- SMILES: CS(=O)(=O)Nc1ncc(C(F)(F)F)cc1NC(=O)C(F)(F)C(F)(F)F
- Kohn-Sham gap: 9.051 eV
- DFT total energy: -53669.664 eV

Element x y z (Å)
C (-2.872, 0.901, -1.785)
S (-1.469, 1.476, -0.776)
O (-1.356, 2.893, -1.057)
O (-1.720, 1.151, 0.553)
N (-0.119, 0.677, -1.436)
C (-0.007, -0.634, -1.200)
N (-0.184, -1.215, -2.405)
C (0.095, -2.562, -2.532)
C (0.332, -3.335, -1.350)
C (0.636, -4.847, -1.461)
F (-0.595, -5.300, -2.040)
F (0.801, -5.378, -0.268)
F (1.688, -5.053, -2.261)
C (0.327, -2.638, -0.095)
C (0.306, -1.237, 0.022)
N (0.622, -0.395, 1.128)
C (0.781, -0.638, 2.503)
O (1.093, -1.818, 2.794)
C (0.681, 0.445, 3.650)
F (0.880, 1.744, 3.237)
F (1.674, 0.262, 4.571)
C (-0.734, 0.375, 4.353)
F (-1.445, 1.185, 3.527)
F (-0.706, 1.045, 5.610)
F (-1.369, -0.828, 4.441)
H (-3.152, -0.151, -1.693)
H (-2.588, 1.104, -2.822)
H (-3.817, 1.452, -1.541)
H (-0.098, 0.806, -2.393)
H (0.320, -3.091, -3.449)
H (0.494, -3.167, 0.896)
H (0.727, 0.567, 0.870)

natural (NBO) population analysis, charges in e, atoms 1 to 4: -0.896 2.293 -0.926 -0.933


(10)
The following is a DFT calculation (ωB97M-V with the def2-TZVPD basis set) of one molecule with the formula C10H7NO2.

Properties
- ΔE to the lowest compared entry with this formula, charge and spin: 293.3 kJ/mol
- 2S+1: 1
- Kohn-Sham gap: 7.679 eV
- DFT total energy: -16065.363 eV

Element x y z (Å)
C (1.951, -1.034, 0.415)
C (2.749, -0.179, -0.306)
C (0.592, -1.044, 0.333)
C (2.161, 0.604, -1.209)
C (-0.054, -0.098, -0.526)
C (0.753, 0.687, -1.325)
C (-1.996, 0.913, -1.627)
C (-1.081, 1.454, -2.671)
C (-2.291, -0.636, 0.443)
C (-1.494, 0.023, -0.721)
N (-2.368, 0.327, 1.470)
O (-2.766, -1.735, 0.524)
O (0.177, 1.338, -2.430)
H (2.467, -1.818, 0.965)
H (3.847, -0.271, -0.344)
H (-0.055, -1.640, 0.980)
H (2.766, 1.402, -1.737)
H (-2.962, 1.248, -1.652)
H (-1.669, 1.022, 1.535)
H (-3.044, 0.140, 2.175)

natural (NBO) population analysis, charges in e, atoms 1 to 4: -0.211 -0.200 -0.171 -0.222


(11)
The following is a DFT calculation (ωB97M-V with the def2-TZVPD basis set) of one molecule with the formula C10H7O4PS.

Properties
- ΔE to the lowest compared entry with this formula, charge and spin: 22.7 kJ/mol
- 2S+1: 1
- SMILES: O=C1C=CC(=O)c2c1cccc2P(O)(O)=S
- Kohn-Sham gap: 7.576 eV
- DFT total energy: -38799.204 eV

Element x y z (Å)
O (3.585, -1.275, 0.411)
C (2.382, -1.380, 0.329)
C (1.707, -2.699, 0.210)
C (0.485, -2.777, -0.315)
C (-0.185, -1.553, -0.856)
O (-0.966, -1.634, -1.771)
C (0.199, -0.254, -0.209)
C (1.475, -0.186, 0.362)
C (1.920, 0.971, 0.989)
C (1.068, 2.058, 1.099)
C (-0.208, 1.996, 0.548)
C (-0.646, 0.861, -0.142)
P (-2.299, 0.957, -0.908)
O (-2.962, 2.227, -0.168)
O (-3.091, -0.263, -0.232)
S (-2.408, 1.125, -2.813)
H (2.250, -3.581, 0.531)
H (-0.025, -3.723, -0.444)
H (2.921, 1.002, 1.401)
H (1.392, 2.953, 1.614)
H (-0.862, 2.849, 0.645)
H (-3.092, 2.911, -0.840)
H (-2.641, -0.585, 0.558)

natural (NBO) population analysis, charges in e, atoms 1 to 4: -0.494 0.516 -0.236 -0.226


(12)
The following is a DFT calculation (ωB97M-V with the def2-TZVPD basis set) of one molecule with the formula C10H7O5P.

Properties
- ΔE to the lowest compared entry with this formula, charge and spin: 1.5 kJ/mol
- 2S+1: 1
- SMILES: O=C1C=CC(=O)c2c1cccc2P(=O)(O)O
- Kohn-Sham gap: 8.065 eV
- DFT total energy: -30005.330 eV

Element x y z (Å)
O (4.022, 0.055, -0.353)
C (2.918, -0.279, 0.152)
C (2.706, -1.655, 0.973)
C (1.450, -2.327, 0.828)
C (0.308, -1.751, -0.160)
O (-0.393, -2.506, -0.872)
C (0.199, -0.139, -0.172)
C (1.577, 0.606, -0.006)
C (1.575, 2.157, 0.028)
C (0.225, 2.951, -0.105)
C (-1.115, 2.159, -0.259)
C (-1.163, 0.584, -0.299)
P (-2.836, -0.263, -0.453)
O (-3.859, 0.869, -0.741)
O (-2.957, -1.348, -1.765)
O (-3.355, -1.014, 1.013)
H (3.511, -2.067, 1.679)
H (1.207, -3.289, 1.385)
H (2.527, 2.775, 0.169)
H (0.216, 4.086, -0.075)
H (-2.119, 2.698, -0.328)
H (-2.085, -1.243, -2.233)
H (-2.559, -1.060, 1.594)

natural (NBO) population analysis, charges in e, atoms 1 to 4: -0.489 0.532 -0.248 -0.259